Below is a cluster of 9 separate species, C27H36F6O27 in total in a non-equilibrium geometry, with properties calculated with wB97M-V/def2-TZVPD.

Structure (ORCA input):
```
! wB97M-V def2-TZVPD RIJCOSX def2/J DEFGRID3
* xyz 0 1
O -6.5041 7.9629 -14.3310
C -6.3100 8.9178 -13.6659
O -5.4765 9.9324 -13.9673
C -5.4427 10.8311 -12.8734
C -6.7399 10.5445 -12.1345
F -7.7332 11.3893 -12.5779
O -7.0249 9.2503 -12.5393
H -4.5881 10.5513 -12.2489
H -5.3189 11.8857 -13.1083
H -6.7069 10.6211 -11.0495
O 2.8618 17.0857 -12.9751
C 2.6935 15.9360 -13.2417
O 1.4606 15.3703 -13.2032
C 1.5070 14.0480 -13.7228
C 3.0017 13.7971 -13.9004
F 3.3341 13.2096 -15.0883
O 3.5495 15.0939 -13.8443
H 1.0299 13.3285 -13.0560
H 0.9171 14.0453 -14.6433
H 3.4171 13.1423 -13.1313
O -1.5836 21.0545 -12.8284
C -1.3778 20.5118 -11.7886
O -2.2804 20.4360 -10.7586
C -1.6542 19.7198 -9.6979
C -0.4759 19.0581 -10.3124
F -0.6737 17.7382 -10.5960
O -0.2797 19.8091 -11.5084
H -1.3379 20.4984 -8.9962
H -2.3658 19.0175 -9.2676
H 0.4979 19.1406 -9.8279
O 5.1015 13.2230 -11.3954
C 4.3451 12.8115 -10.5990
O 4.6349 12.0151 -9.5356
C 3.4222 11.4321 -9.0780
C 2.3281 12.3914 -9.5518
F 1.8768 13.2097 -8.5573
O 3.0046 13.0997 -10.5399
H 3.3373 10.4542 -9.5526
H 3.4750 11.3889 -7.9917
H 1.5127 11.7373 -9.8737
O -4.7468 18.5026 -6.0677
C -4.3020 17.4576 -6.3939
O -4.6026 16.2381 -5.9174
C -4.0516 15.2752 -6.8091
C -2.9135 16.0316 -7.4081
F -2.7509 15.6821 -8.7333
O -3.3200 17.3788 -7.3674
H -3.7087 14.3312 -6.3802
H -4.8690 14.9463 -7.4566
H -1.9288 15.9123 -6.9559
O -0.4217 14.3185 -16.4882
C -0.8427 15.2686 -17.0706
O -0.2869 15.7592 -18.1736
C -0.8860 17.0066 -18.4684
C -2.2654 16.7657 -17.9116
F -3.0692 16.1773 -18.8457
O -2.0318 15.8885 -16.8177
H -0.3945 17.8365 -17.9518
H -0.8076 17.1552 -19.5426
H -2.7461 17.6766 -17.5604
C -0.5057 14.1308 -10.7201
O -1.7857 13.8735 -11.2497
C -1.9802 14.2340 -12.5246
O -1.1846 14.8879 -13.1461
O -3.0671 13.6248 -12.9668
C -3.5736 14.1070 -14.2311
H -0.3416 15.0227 -10.1151
H 0.2336 14.0940 -11.5174
H -0.2383 13.3429 -10.0156
H -4.0206 15.0875 -14.1115
H -4.2797 13.3714 -14.6059
H -2.7239 14.0808 -14.9126
C -7.3550 16.5730 -14.3992
O -6.5875 15.7440 -13.5302
C -7.1764 14.9822 -12.6427
O -8.3454 14.7677 -12.5000
O -6.1609 14.3987 -11.9687
C -6.3309 13.6436 -10.7895
H -7.1467 17.6196 -14.1850
H -8.4296 16.4446 -14.2865
H -7.0686 16.3376 -15.4209
H -5.6645 12.7856 -10.9199
H -7.2864 13.1194 -10.8878
H -6.1508 14.0702 -9.8085
C -1.2855 10.5921 -15.0030
O -0.2976 10.9820 -14.0319
C -0.3453 10.6546 -12.7458
O 0.3266 11.2485 -11.9605
O -1.2682 9.7067 -12.5090
C -1.3369 9.3395 -11.1465
H -2.3298 10.5787 -14.7066
H -0.9786 9.5931 -15.3299
H -1.0130 11.2572 -15.8204
H -1.5559 10.1831 -10.4895
H -0.4931 8.7200 -10.8445
H -2.2035 8.7005 -10.9465
*
```

- energy above the lowest of the compared OMol25 structures with the same formula, charge and spin (kcal/mol) = 3.8



Below is a cluster of 2 separate species, C5H14NO2 in total in a non-equilibrium geometry, with properties calculated with wB97M-V/def2-TZVPD.

Structure (ORCA input):
```
! wB97M-V def2-TZVPD RIJCOSX def2/J DEFGRID3
* xyz 1 1
O 1.8481 1.3046 1.6925
C 1.5078 1.2124 0.3124
C 0.0746 0.6412 0.2713
N 0.2704 -0.7533 0.8982
C 0.4231 -1.7001 -0.2600
C 0.5537 -0.8225 -1.5006
C -0.4252 0.2942 -1.1078
H 1.9529 2.2021 2.0130
H 1.5397 2.1882 -0.1439
H 2.2260 0.5605 -0.1756
H -0.4908 1.2487 0.9628
H 1.1311 -0.6720 1.4370
H -0.4365 -1.0314 1.5764
H -0.5261 -2.1988 -0.3974
H 1.1260 -2.5086 -0.0673
H 0.1466 -1.3695 -2.3613
H 1.4587 -0.4487 -1.9623
H -0.4200 1.1619 -1.7632
H -1.4316 -0.0727 -1.0905
H -3.6218 -0.2553 -0.0150
H -3.7931 0.8101 1.0146
O -3.1139 0.2088 0.6668
*
```

- energy above the lowest of the compared OMol25 structures with the same formula, charge and spin (kcal/mol) = 27.8



Below is a cluster of 2 separate species, C13H19N4O in total in a non-equilibrium geometry, with properties calculated with wB97M-V/def2-TZVPD.

Structure (ORCA input):
```
! wB97M-V def2-TZVPD RIJCOSX def2/J DEFGRID3
* xyz 1 1
C -0.2678 -1.1163 2.9191
C -0.1539 0.4484 2.3989
C -0.9511 1.7305 3.0442
C -0.8630 3.2848 2.4931
C 0.1124 3.5478 1.1890
C 0.9097 2.2661 0.5460
C 1.8665 2.5097 -0.8029
N 0.8658 2.5863 -1.9734
N 0.3931 3.7717 -2.5809
C -0.5896 3.1954 -3.6188
N -0.7011 1.6772 -3.6205
C 0.2733 1.3083 -2.5239
N 0.4490 -0.0153 -2.2026
C 0.8275 0.7101 1.0899
H -0.1104 -1.2327 4.0764
H 0.5753 -1.7825 2.4017
H -1.2967 -1.5713 2.5701
H -1.6669 1.5365 3.9629
H -1.4800 4.1693 2.9724
H 0.2665 4.6150 0.6796
H 2.4377 3.5152 -0.6213
H 2.5537 1.5752 -0.9624
H 0.6232 4.7671 -2.3670
H -1.2714 3.7872 -4.3653
H -0.3012 -0.5296 -1.6828
H 1.2777 -0.6023 -2.5150
H 1.4306 -0.1186 0.5239
C 0.6416 -4.7572 0.3525
C -0.3552 -3.8608 -0.3323
O -0.0222 -2.7702 -0.7932
C -1.7752 -4.3505 -0.4313
H 1.6248 -4.2750 0.3501
H 0.3379 -4.9273 1.3886
H 0.7164 -5.7070 -0.1829
H -2.1865 -4.5024 0.5698
H -1.8081 -5.2821 -1.0017
H -2.3823 -3.6006 -0.9496
*
```

- energy above the lowest of the compared OMol25 structures with the same formula, charge and spin (kcal/mol) = 290.1



Below is a structure of composition C6H15BrMnNO6P in a non-equilibrium geometry, with properties calculated with wB97M-V/def2-TZVPD.

Structure (ORCA input):
```
! wB97M-V def2-TZVPD RIJCOSX def2/J DEFGRID3
* xyz -1 7
Mn -1.5963 0.5989 -1.2444
Br -2.7766 2.5516 -0.1122
P -2.2371 -0.9116 -2.9785
O -0.8744 -0.9572 -2.2339
O -1.9240 -2.0777 -3.9382
O -1.9414 0.5854 -3.2347
O -2.8862 -0.9478 -1.5628
C 0.4244 2.8590 -2.2326
O 0.1606 1.7169 -1.4347
C 0.9836 1.6318 -0.2615
C 0.9596 0.1679 0.0992
N -0.3954 -0.2986 0.3692
C -0.7963 -0.2145 1.8233
C 0.1242 -1.0356 2.7050
O 0.2281 -2.3751 2.1915
C 1.5527 -2.9385 2.0961
H 0.4238 3.7100 -1.5516
H -0.2916 3.0054 -3.0413
H 1.4323 2.8638 -2.6477
H 0.5139 2.1443 0.5780
H 2.0055 1.9323 -0.4925
H 1.7040 -0.0735 0.8580
H 1.3605 -0.3321 -0.7826
H -0.3795 -1.2920 0.1873
H -1.8228 -0.4626 2.0932
H -0.6808 0.8255 2.1286
H -0.1709 -0.9329 3.7493
H 1.0870 -0.5270 2.7539
H 1.5815 -3.9268 1.6373
H 2.0533 -2.9275 3.0643
H 2.1782 -2.3618 1.4148
*
```

- energy above the lowest of the compared OMol25 structures with the same formula, charge and spin (kcal/mol) = 0.0